No. 1
# C34H32AsNReS

A structure of composition C34H32AsNReS (the ωB97M-V functional and the def2-TZVPD basis, the OMol25 dataset).

Positions of all 70 atoms, in Å:
Re  -15.528475  -4.946066  8.104406
S  -13.470536  -4.143637  7.579444
C  -12.580211  -5.369689  6.717264
C  -11.295220  -5.021733  6.255491
C  -10.520770  -5.986177  5.567687
C  -11.099885  -7.221418  5.284883
C  -12.323251  -7.578489  5.839655
C  -13.100229  -6.620837  6.502129
As  -14.854323  -7.100652  7.371341
C  -15.887799  -7.968707  6.004804
C  -17.224328  -8.135614  6.324359
C  -18.105774  -8.709324  5.415757
C  -17.615046  -9.158712  4.143928
C  -16.258888  -9.090652  3.856539
C  -15.391322  -8.449670  4.823531
C  -14.179942  -8.552988  8.501065
C  -14.544246  -9.871066  8.164930
C  -14.020761  -10.945487  8.867059
C  -13.219368  -10.730356  9.971299
C  -12.933600  -9.411618  10.322939
C  -13.376222  -8.312422  9.571384
H  -10.935537  -4.043449  6.359803
H  -9.487997  -5.696824  5.266839
H  -10.602962  -7.998372  4.764396
H  -12.641683  -8.591161  5.788054
H  -17.587549  -7.769563  7.279798
H  -19.099002  -8.890778  5.764131
H  -18.330552  -9.584710  3.435241
H  -15.816086  -9.443846  2.913164
H  -14.346916  -8.250494  4.537916
H  -15.168535  -9.944027  7.260238
H  -14.314793  -11.951275  8.582000
H  -12.883862  -11.581278  10.620867
H  -12.328364  -9.185930  11.273282
H  -13.291375  -7.311002  9.951753
C  -15.442662  -0.857462  7.262236
N  -16.358291  -0.452606  8.335269
C  -17.363754  0.572253  7.900587
C  -17.129041  -1.714303  8.945837
C  -17.681471  -2.518294  7.803299
C  -18.960456  -2.274642  7.283802
C  -19.524791  -2.976973  6.194113
C  -18.681877  -3.873569  5.532891
C  -17.559977  -4.308565  6.202041
C  -17.079136  -3.786291  7.449199
H  -14.842318  -0.017712  6.975955
H  -16.098415  -1.296769  6.515843
H  -14.687395  -1.614982  7.557910
H  -15.788068  -0.014402  9.081221
H  -17.953520  0.134298  7.019858
H  -16.895453  1.478581  7.549930
H  -18.114732  0.780521  8.646571
H  -17.936843  -1.216899  9.537298
H  -16.319230  -2.187622  9.504038
H  -19.553399  -1.513141  7.753514
H  -20.489208  -2.667021  5.842464
H  -19.005292  -4.304742  4.597381
H  -17.080082  -5.270119  5.924413
C  -15.884850  -5.144287  9.867761
C  -16.313353  -5.406131  11.217203
C  -17.691288  -5.568736  11.527373
C  -18.013746  -6.141782  12.770191
C  -17.061920  -6.463860  13.688956
C  -15.684108  -6.221758  13.500512
C  -15.316245  -5.678973  12.235298
H  -18.460791  -5.256263  10.810855
H  -19.054022  -6.237556  13.036019
H  -17.467371  -7.072147  14.559297
H  -14.924358  -6.458446  14.276828
H  -14.253071  -5.561525  11.970675

Atomic forces in eV per Å
Re -1.64 0.34 3.90
S 1.36 1.41 -0.16
C 0.59 1.12 -0.33
C -0.07 -2.62 -0.89
C -0.37 1.35 0.15
C -0.10 -0.16 0.96
C 0.14 1.41 0.06
C -0.48 -1.80 0.28
As 2.18 -0.13 -0.91
C 0.26 -0.37 0.40
C -0.96 -0.18 -0.41
C 1.60 -0.32 -0.64
C -0.53 -0.05 0.98
C 0.79 1.17 1.13
C -0.19 -0.56 -2.18
C -1.25 -1.06 -1.32
C 0.43 1.00 -0.80
C -0.75 -0.38 -0.38
C 0.38 -0.04 0.95
C 1.26 0.66 1.63
C -0.15 -0.73 1.32
H 0.47 1.19 0.45
H -0.98 -0.46 0.01
H 0.81 -0.42 -0.48
H -0.31 -0.69 -0.21
H -0.08 -0.08 0.00
H -0.67 0.04 -0.33
H 0.34 0.06 0.20
H -0.44 0.18 0.50
H -0.59 -0.35 0.23
H 0.24 -0.63 0.66
H 0.11 0.05 0.03
H -0.25 0.97 -0.82
H -0.96 -0.49 -1.55
H 0.51 0.39 -0.02
C 0.51 -0.89 -0.14
N -0.53 0.55 1.45
C -0.80 -1.14 -2.14
C -0.29 1.27 -0.95
C -0.21 -2.11 0.75
C -0.38 -0.27 -0.57
C 1.55 1.49 0.90
C -0.74 -0.21 0.46
C 0.23 -1.22 0.67
C -0.25 1.64 -2.01
H -0.13 0.70 -0.63
H 0.45 0.16 -0.49
H -0.86 0.11 0.32
H -0.51 -0.49 -0.26
H 1.03 0.47 1.19
H 0.36 0.19 0.08
H 0.21 -0.01 0.58
H 0.81 -0.66 -0.06
H -0.52 -0.47 0.17
H -0.36 0.42 0.16
H -0.29 -0.10 -0.24
H 0.10 -0.26 -0.07
H -0.31 0.88 -0.50
C 0.27 0.68 -1.08
C 0.27 -0.88 1.13
C 0.98 -0.03 0.62
C -0.58 1.38 -1.55
C 0.60 -1.62 2.07
C -0.28 0.47 -1.33
C -0.84 -0.52 0.26
H 0.40 -0.35 0.22
H -0.19 -0.32 -0.03
H 0.96 1.12 -0.76
H -0.71 0.14 -0.75
H -0.65 0.08 0.12

Computed properties:
**Total charge**: 0
**<S²>**: 3.79
**Gap between HOMO and LUMO (spin up / spin down)**: 0.15084 / 0.23632 hartree
**Highest occupied orbital energy (spin up / spin down)**: -4.19 / -6.61 eV
**Energy relative to the best compared isomer or geometry (same formula, charge and spin)**: 0.000 eV
**Multiplicity**: 4


No. 2
# C34H32BNO4

A cluster of 3 separate species, C34H32BNO4 in total (the ωB97M-V functional and the def2-TZVPD basis, the OMol25 dataset).

Positions of all 72 atoms, in Å:
O  -1.714735  -7.331016  0.145378
C  -1.987752  -6.680154  -0.855654
C  -0.957904  -5.848759  -1.511605
C  0.344332  -5.822656  -0.995652
C  1.332587  -5.071180  -1.633089
C  1.025542  -4.346844  -2.784638
C  -0.275468  -4.357496  -3.290136
C  -1.270642  -5.104983  -2.648761
C  -2.648075  -5.096012  -3.180303
O  -2.935183  -4.399336  -4.146949
C  -3.672484  -5.942093  -2.536805
C  -4.973959  -5.968813  -3.055249
C  -5.940347  -6.791287  -2.474321
C  -5.611334  -7.587615  -1.377742
C  -4.318619  -7.551569  -0.850573
C  -3.348047  -6.722644  -1.428254
H  0.592652  -6.389977  -0.100373
H  2.344350  -5.055560  -1.233822
H  1.798790  -3.771326  -3.288669
H  -0.509048  -3.785453  -4.186576
H  -5.236837  -5.353576  -3.914179
H  -6.949194  -6.813713  -2.880696
H  -6.361993  -8.235911  -0.930868
H  -4.070812  -8.174052  0.007747
O  -0.916437  6.519174  4.911829
C  0.113621  5.966916  4.545474
C  0.346446  5.691785  3.112935
C  -0.609270  6.084941  2.167026
C  -0.378309  5.864452  0.808449
C  0.804126  5.254109  0.390916
C  1.749625  4.845766  1.333018
C  1.517512  5.059417  2.697184
C  2.515104  4.608043  3.687644
O  3.518181  4.003558  3.326221
C  2.291922  4.900473  5.117340
C  3.249681  4.508532  6.062018
C  3.063520  4.810437  7.411848
C  1.924417  5.502920  7.821468
C  0.961710  5.881750  6.883385
C  1.143306  5.575055  5.528467
H  -1.532056  6.566910  2.485161
H  -1.119345  6.174406  0.074886
H  0.989781  5.093756  -0.668802
H  2.668101  4.365221  1.000040
H  4.143825  3.971952  5.749016
H  3.810125  4.508845  8.143311
H  1.783905  5.746684  8.872329
H  0.073652  6.419346  7.211940
C  -1.118471  2.492256  -4.180759
C  -0.548577  1.481025  -3.003450
N  0.624043  2.062485  -2.244923
B  0.760507  1.498810  -0.842008
C  1.722435  0.182346  -0.487662
C  0.856966  -1.210776  -0.341589
C  3.035011  0.064754  -1.476676
C  2.766956  -0.763709  -2.868660
H  -2.179469  2.964774  -3.909906
H  -1.274419  1.855638  -5.170718
H  -0.351329  3.358034  -4.460613
H  -0.170251  0.497162  -3.551983
H  -1.469713  1.186749  -2.344507
H  0.587352  3.117357  -2.206495
H  0.216981  2.001079  0.100085
H  2.156392  0.407366  0.600583
H  0.197288  -1.098493  0.637702
H  0.159062  -1.448169  -1.255373
H  1.659078  -2.069089  -0.138867
H  3.525626  1.127481  -1.700766
H  3.858708  -0.544619  -0.873289
H  1.701181  -0.604365  -3.333069
H  2.975760  -1.921677  -2.786009
H  3.539914  -0.358838  -3.682363

Atomic forces in eV per Å
O -0.17 0.38 -0.59
C 0.36 -0.76 1.20
C 0.59 0.21 -0.03
C 0.23 0.17 -0.15
C -0.33 -0.16 0.08
C -0.37 -0.08 -0.05
C 0.33 0.03 0.11
C 0.60 0.17 -0.02
C -0.33 0.86 -1.20
O 0.17 -0.43 0.60
C -0.62 -0.22 0.02
C -0.22 -0.20 0.13
C 0.33 0.18 -0.07
C 0.39 0.10 0.07
C -0.32 -0.02 -0.12
C -0.63 -0.26 -0.01
H -0.23 0.07 -0.22
H -0.19 -0.01 -0.06
H -0.19 -0.11 0.09
H -0.12 -0.19 0.24
H 0.25 -0.10 0.21
H 0.20 0.02 0.06
H 0.16 0.12 -0.07
H 0.11 0.24 -0.21
O 0.61 -0.33 -0.22
C -1.24 0.66 0.43
C -0.19 0.03 -0.62
C 0.07 -0.05 -0.31
C 0.04 0.01 0.35
C 0.16 -0.08 0.39
C -0.21 0.08 -0.27
C -0.21 0.08 -0.60
C 1.26 -0.75 -0.45
O -0.63 0.38 0.22
C 0.21 -0.04 0.62
C -0.04 0.08 0.31
C -0.05 -0.03 -0.38
C -0.21 0.05 -0.35
C 0.23 -0.09 0.24
C 0.23 0.00 0.63
H 0.29 -0.12 0.09
H 0.13 -0.05 0.15
H -0.01 0.03 0.19
H -0.18 0.08 0.26
H -0.28 0.15 -0.10
H -0.13 0.05 -0.16
H 0.00 -0.04 -0.21
H 0.16 -0.15 -0.26
C -0.14 -0.13 -0.60
C -0.43 -0.39 -1.53
N -0.78 0.51 1.22
B 1.09 -1.09 -1.03
C 0.34 0.30 0.15
C 0.65 0.19 0.88
C 0.36 -0.83 0.36
C 0.73 0.45 -0.88
H 2.48 -0.98 -0.45
H 0.28 1.39 2.11
H -1.61 -1.90 0.79
H -0.85 1.99 1.27
H 1.70 0.50 -0.98
H -0.55 -1.64 -0.13
H 0.01 0.30 -0.06
H -0.92 -0.50 -2.18
H 1.26 -0.37 -2.13
H 1.55 0.39 1.75
H -1.99 1.60 -0.60
H -1.34 -2.27 0.42
H -1.63 1.27 -1.26
H 2.00 -0.25 1.10
H -0.52 2.39 0.11
H -1.68 -0.92 1.71

Computed properties:
**Total charge**: 0
**Gap between HOMO and LUMO**: 0.28677 hartree
**Highest occupied orbital energy**: -8.89 eV
**SMILES string**: O=C1c2ccccc2C(=O)c2ccccc21.O=C1c2ccccc2C(=O)c2ccccc21.CCNB[C@@H](C)CC
**Energy relative to the best compared isomer or geometry (same formula, charge and spin)**: 2.736 eV
**Multiplicity**: 1


No. 3
# C34H32N9RbS2Se

A structure of composition C34H32N9RbS2Se (the ωB97M-V functional and the def2-TZVPD basis, the OMol25 dataset).

Positions of all 79 atoms, in Å:
Rb  -0.186802  -0.917089  0.871018
C  -4.924754  -4.266603  3.498443
S  -4.997200  -4.003077  1.722393
C  -3.255510  -3.776342  1.306943
S  -2.178775  -3.268076  2.523248
N  -3.068524  -4.047239  0.062333
N  -1.975593  -3.434392  -0.484882
C  -1.481560  -3.989146  -1.529961
C  -0.408105  -3.274150  -2.258232
C  0.370957  -4.017546  -3.169033
C  1.407877  -3.329390  -3.811057
C  1.538980  -1.968273  -3.600028
C  0.638731  -1.301116  -2.744355
N  -0.293044  -1.979122  -2.101844
H  -5.958063  -4.176729  3.950137
H  -4.305719  -3.582782  4.005069
H  -4.504560  -5.246930  3.806197
H  -1.971550  -4.898625  -1.979510
H  0.203709  -5.061514  -3.314351
H  1.988633  -3.886826  -4.586621
H  2.281295  -1.325943  -4.032736
H  0.672301  -0.281578  -2.589206
Se  7.177003  -4.880946  -2.383059
N  5.934473  -5.284422  -1.197376
C  5.112220  -4.228331  -1.170057
C  4.010634  -4.054208  -0.066877
C  3.725146  -5.210458  0.739357
C  2.823858  -5.027062  1.701869
C  2.159497  -3.832586  1.915906
N  2.450482  -2.716614  1.151892
C  3.419942  -2.865930  0.187251
C  3.719582  -1.684604  -0.804936
N  2.962011  -0.556973  -0.546777
C  3.272673  0.444815  -1.457966
C  4.332168  0.419909  -2.460808
C  5.149034  -0.699248  -2.711200
C  4.850868  -1.815444  -1.822729
C  5.507289  -3.065899  -1.997443
N  6.597284  -3.203882  -2.779879
H  4.139362  -6.165254  0.540125
H  2.379755  -6.100441  2.379694
H  1.275101  -3.831195  2.537308
H  2.895277  1.406907  -1.237422
H  4.263466  1.258943  -3.117232
H  5.926609  -0.728507  -3.477125
C  -4.287722  3.051192  0.217897
N  -4.208071  3.805334  -0.998999
C  -5.280495  4.254549  -1.684434
C  -4.887419  4.845952  -2.818175
N  -3.490870  4.727990  -2.899914
C  -3.150492  4.144542  -1.739962
H  -4.181004  1.922134  -0.020738
H  -5.284077  3.187037  0.648310
H  -3.570394  3.381675  0.978893
H  -6.299198  4.075730  -1.259840
H  -5.510202  5.435455  -3.494639
H  -2.096372  3.841885  -1.550660
C  0.762402  1.972603  2.444400
C  0.169294  2.993075  1.383406
C  1.354711  3.891140  0.699544
C  -0.525061  2.114936  0.365250
C  -0.707810  4.084767  2.164986
C  -0.688785  5.505230  1.871539
C  -1.703430  6.388119  2.332336
C  -2.563557  5.878467  3.294373
C  -2.617556  4.509898  3.579380
C  -1.598421  3.654729  3.198935
H  1.536566  1.314720  2.174953
H  -0.107275  1.383350  2.714540
H  1.137623  2.616495  3.211800
H  2.138815  3.240963  0.292949
H  1.941398  4.603653  1.275993
H  0.993404  4.424923  -0.236879
H  -0.981474  2.705954  -0.444765
H  0.114938  5.880440  1.268099
H  -1.754816  7.433265  2.022199
H  -3.470947  6.427417  3.589270
H  -3.345590  4.107494  4.295231
H  -1.514572  2.648808  3.658242

Atomic forces in eV per Å
Rb 0.02 -0.22 -0.33
C -1.45 -1.32 0.81
S 0.18 -0.28 0.28
C -0.30 -0.01 1.11
S 0.24 0.14 -0.18
N -0.14 0.35 -0.91
N 0.66 -0.64 -0.26
C -1.08 0.25 0.15
C -0.23 -2.10 -0.88
C 0.62 1.72 0.49
C -0.41 -0.95 -0.98
C -0.45 1.03 0.61
C 0.59 -3.38 -0.99
N -0.37 1.25 0.86
H 0.91 -0.14 -0.75
H 0.70 1.24 0.24
H -0.39 0.25 -0.55
H 0.74 0.67 0.49
H -0.08 -0.49 -0.06
H -0.16 0.72 0.93
H 0.49 -0.23 -0.45
H 0.17 2.06 0.30
Se 1.46 -0.20 -1.23
N -2.08 0.65 0.71
C -0.15 1.49 1.30
C 3.23 -3.61 -1.64
C 0.63 1.97 -1.61
C -2.82 -4.24 3.59
C 0.54 2.22 -2.27
N -0.04 -1.96 0.80
C -1.17 2.82 -1.16
C 0.13 -0.14 1.23
N 2.79 -0.21 -3.28
C 1.88 -1.76 0.66
C -1.34 -1.53 0.81
C -2.01 0.31 2.15
C -1.99 0.77 0.37
C -0.53 -1.09 1.44
N -0.28 -0.25 0.18
H 0.57 -0.51 -0.31
H 1.52 3.55 -2.05
H 0.10 0.50 0.27
H -1.01 0.76 0.01
H 0.60 0.64 -0.32
H -0.34 -0.19 0.35
C -0.02 -2.11 0.39
N 0.12 0.28 0.07
C -3.29 -0.47 1.38
C 1.33 0.42 -0.70
N -0.73 0.31 1.26
C 1.95 -0.16 -2.19
H 0.12 1.84 0.61
H 0.09 0.05 -0.16
H 0.11 -0.25 -0.46
H 1.09 0.35 -0.51
H 0.46 -0.50 0.00
H -1.18 0.30 0.27
C -1.55 2.36 -0.37
C 1.91 1.35 0.19
C -0.40 -1.09 -1.56
C -0.47 0.16 -0.04
C 0.01 0.05 0.31
C -1.09 -1.32 0.20
C 1.43 -1.19 0.68
C -2.44 -0.24 -1.09
C 0.91 0.01 1.62
C 0.36 -0.06 -1.36
H 1.02 -0.64 -1.15
H 0.05 -0.07 0.62
H 0.22 -0.04 1.29
H -0.27 -0.39 0.10
H -0.42 0.19 0.69
H 0.04 -0.50 1.22
H 0.08 0.37 0.06
H -0.06 0.09 -0.49
H 0.19 -0.30 0.13
H 0.65 0.19 0.06
H 0.11 0.43 -0.24
H -0.26 0.65 -0.78

Computed properties:
**Total charge**: -2
**Gap between HOMO and LUMO (spin up / spin down)**: 0.19290 / 0.15384 hartree
**Highest occupied orbital energy (spin up / spin down)**: -1.49 / -0.43 eV
**Multiplicity**: 1


| no. | molar mass (g/mol) |
| --- | --- |
| 1 | 747.8 |
| 2 | 529.4 |
| 3 | 795.3 |